Computed, not measured: a cluster of 7 separate species, C39H94O27P6 in total at a distorted geometry, with ωB97M-V/def2-TZVPD.

**Total charge**: 0
**Structure (SMILES)**: CCOP(=O)(OCC)OCC.CCOP(=O)(OCC)OCC.CCOP(=O)(OCC)OCC.CCOP(=O)(OCC)OCC.CCOP(=O)(OCC)OCC.CCOP(=O)(OCC)OCC.O=C1OCCO1
**Highest occupied orbital energy**: -10.04 eV
**Kohn-Sham gap**: 10.7 eV
**E**: -5622.63621 Ha

Structure (XYZ):
```
166
Properties=species:S:1:pos:R:3:forces:R:3
P 2.711 -5.410 -1.026 -0.5960 -0.9087 -0.0406
P -7.332 2.471 -0.621 -0.3810 -0.1437 0.1576
P 1.512 3.431 2.924 -0.7337 0.5745 0.3317
P -1.382 1.336 -5.375 -0.2377 -0.0712 -0.0677
P 7.931 0.251 0.696 0.1650 0.2099 -0.6055
P -2.750 -4.531 2.607 -1.0201 -0.6151 -0.0416
O 8.711 -1.103 0.872 -0.1804 -0.1184 -0.0371
O -6.958 2.447 -2.035 0.0958 0.1264 -0.1806
O 2.497 -6.527 -1.943 0.0977 0.1871 -0.3455
O -1.443 -3.773 2.974 0.7436 0.0836 0.1823
O 7.298 0.179 -0.766 -0.0419 0.2187 0.0961
O 6.969 0.546 1.748 -0.0888 0.0002 0.4685
O -7.715 3.899 -0.042 0.1912 0.1833 -0.0159
O -1.284 2.232 -0.178 -0.3848 0.1487 -0.0606
O -6.282 1.965 0.422 -0.0547 0.2386 0.2617
O 1.842 -5.475 0.285 0.3485 0.2017 -0.3269
O -0.286 0.224 0.020 0.0715 0.1692 0.3562
O -0.271 1.202 -4.428 0.2624 -0.0512 0.1741
O -1.053 2.028 -6.752 -0.0096 -0.0854 0.1143
O -8.567 1.540 -0.249 0.0472 0.1832 -0.0016
O -3.854 -3.397 2.637 0.1998 -0.0046 -0.1742
O 0.927 2.015 -0.517 -0.4528 0.3960 -0.1743
O -2.054 -0.048 -5.767 0.1770 -0.1094 -0.1886
O 0.282 3.347 3.925 0.2004 -0.3246 0.8974
O 0.962 4.389 1.812 0.4038 -0.1158 -0.6543
O -3.037 -5.414 3.891 0.2159 0.1850 0.3953
O 2.027 2.146 2.474 0.0308 -0.4815 -0.4094
O -2.604 2.216 -4.921 0.3491 0.0574 0.0646
O 2.506 4.344 3.725 0.4349 -0.0955 0.1924
O 2.352 -3.978 -1.615 0.1375 0.5810 0.0192
O 9.081 1.309 0.466 -0.0661 0.1984 -0.0538
O 4.208 -5.296 -0.534 -0.1148 -0.0909 0.3415
O -2.764 -5.322 1.380 0.3357 -0.0360 -0.3387
C -0.309 1.553 -0.235 0.8100 -0.2639 0.2908
C -9.525 1.218 -1.253 -1.0200 -0.3073 -0.6343
C 9.359 -1.796 -0.210 0.1989 -0.8669 0.4584
C 0.819 5.800 1.964 0.4791 0.7807 -0.0271
C 10.860 -1.681 -0.106 -0.0005 1.1357 -0.1530
C -4.973 -3.374 1.741 -0.7324 0.8010 0.0219
C -0.347 -4.492 -0.342 -0.3200 0.6534 -0.4150
C -2.755 2.510 -3.526 -1.4382 0.6240 0.8767
C -5.256 -1.921 1.423 0.1090 0.8463 -0.9808
C 4.271 -3.799 1.431 0.2036 0.2987 0.4961
C 3.527 3.712 4.543 0.4963 0.4307 -0.2991
C -0.808 2.465 3.678 -1.1201 -0.0674 -0.5880
C -9.750 -0.289 -1.351 1.2399 0.1585 -0.7145
C -3.600 -7.521 4.890 -0.7918 -0.6109 -0.1639
C -1.943 2.817 4.647 1.9164 0.6644 0.0721
C 10.247 3.382 0.782 0.1445 0.2562 0.2128
C 9.010 2.594 1.131 -0.0066 -0.3178 0.2139
C 3.252 -3.372 -2.538 1.2744 -0.4113 -0.4368
C 1.875 0.978 -0.514 0.0128 -1.5930 0.1920
C 5.982 -0.343 -0.901 -1.3719 -0.2711 0.2657
C -3.929 -6.532 3.807 0.1512 -0.4912 -0.6804
C -0.603 6.216 2.194 -0.4034 0.4127 0.1945
C -4.902 2.365 0.304 0.4796 -0.4440 -0.0697
C 0.247 1.936 -7.345 0.1352 -0.2484 -0.6757
C 3.105 3.664 6.004 -0.2204 -0.4624 -0.0877
C 5.518 -0.157 -2.328 1.2482 -0.4019 -0.1706
C -2.248 3.902 -3.186 0.6032 -0.5053 -0.6568
C -1.698 -1.268 -5.096 0.1343 -0.1950 -0.1713
C 2.576 -2.343 -3.383 -1.7097 -0.2787 -1.8945
C -1.341 -1.370 3.317 -0.9740 -0.0968 -0.9894
C -4.198 1.923 1.558 0.5079 -1.2954 0.2181
C -1.443 -2.735 3.975 -0.4541 0.7289 0.4834
C -8.800 4.618 -0.650 0.2261 0.0524 -0.5048
C -0.408 -1.870 -5.613 0.0611 -0.0552 0.2988
C 0.377 0.734 -8.261 -0.0227 -0.5290 0.1626
C 4.587 -5.151 0.834 0.8834 -0.0054 0.5901
C -8.620 6.096 -0.440 0.0337 0.4997 0.8965
C 1.042 -0.286 -0.153 0.1185 0.6027 -1.0408
C 0.400 -5.660 0.247 -0.0333 0.8014 0.6968
H -4.322 -1.365 1.299 0.1387 -0.1699 0.5477
H 2.908 2.635 6.309 0.0087 0.0443 0.0839
H 8.977 -1.482 -1.178 -0.0056 0.2210 0.0389
H -1.167 6.277 1.266 -0.1483 -0.2675 0.0622
H 0.424 -1.181 -5.465 -0.0254 0.0539 -0.1353
H 11.144 -0.624 -0.136 -0.0290 -0.0528 -0.1700
H 0.099 -6.573 -0.260 0.4407 -0.2217 0.0728
H -2.378 -2.776 4.534 -0.0183 -0.1024 -0.0441
H -5.802 -3.840 2.274 -0.1110 -0.0435 -0.1476
H -9.726 4.262 -0.197 -0.0721 0.0249 -0.0197
H 4.469 -2.939 0.788 -0.0708 -0.2611 -0.3780
H 1.217 6.267 1.061 -0.1372 -0.2412 -0.1818
H -0.535 1.411 3.725 0.3987 0.1186 0.0985
H 9.093 -2.847 -0.064 -0.1823 0.0687 -0.1201
H -3.143 2.200 1.575 -0.2317 0.6792 0.0224
H -4.094 0.831 1.585 -0.4102 0.0094 -0.1997
H 5.663 -5.341 0.882 0.0402 0.3056 -0.4877
H 5.253 0.139 -0.239 0.4983 0.3568 0.1790
H -8.804 -0.796 -1.135 -0.1535 0.0500 0.5737
H 3.775 2.754 4.087 -0.2155 -0.1744 0.2677
H 1.419 -0.838 0.701 -0.3351 0.0488 0.1987
H 0.319 2.846 -7.937 0.2853 0.0896 0.1600
H -4.967 -6.191 3.837 0.0384 0.1139 0.2968
H -5.914 -1.374 2.095 0.1306 -0.1645 0.2520
H -3.801 -7.021 2.838 0.0963 0.1855 -0.0370
H -2.696 2.044 4.733 -0.3255 0.2004 -0.2787
H 1.039 1.880 -6.598 -0.2049 0.3017 0.2456
H -9.252 1.609 -2.235 0.5597 -0.0526 0.1466
H -5.647 -1.772 0.409 -0.4758 -0.4670 0.1753
H 4.216 -5.951 1.480 -0.6223 0.0283 -0.3645
H 4.420 4.321 4.402 -0.1521 0.1697 0.0740
H -0.277 -3.564 0.233 0.2849 -0.1884 0.2215
H 4.606 -0.709 -2.528 -0.1923 0.2208 0.0411
H -2.519 -1.950 -5.310 -0.1038 0.0578 0.1930
H 2.672 1.153 0.202 -0.0938 0.3657 0.0544
H -4.516 1.830 -0.564 0.2392 0.2022 -0.0304
H -2.599 -7.936 4.794 0.2821 0.5614 0.2821
H 10.383 4.135 1.562 0.0744 0.1017 -0.1564
H 4.953 -3.640 2.272 -0.2287 -0.1156 0.1520
H 8.943 2.386 2.199 0.1534 0.1069 0.0288
H 0.189 -0.196 -7.722 -0.2047 0.1174 0.0703
H -0.655 -2.912 4.705 0.2363 -0.2901 -0.2947
H 5.456 0.900 -2.580 -0.3358 0.0103 0.0647
H 10.192 3.884 -0.182 -0.1627 -0.0498 -0.0253
H -9.554 6.621 -0.642 0.0206 -0.0196 -0.1648
H -2.788 4.620 -3.802 0.0377 0.1139 0.0924
H -4.770 3.436 0.145 -0.4204 0.0619 -0.0146
H -9.831 -0.550 -2.410 -0.7991 0.0120 0.1047
H 11.247 -2.040 0.845 -0.0593 -0.4417 -0.1152
H 3.193 -1.812 -4.109 0.6013 0.2494 0.6742
H -10.478 1.721 -1.050 0.1596 0.0083 0.4609
H 0.209 -5.687 1.316 -0.5201 -0.4552 -0.0819
H -0.185 -2.761 -5.020 -0.0763 -0.0368 -0.0888
H 6.310 -0.569 -2.963 -0.2207 -0.0391 -0.1818
H 8.092 3.123 0.871 0.0181 -0.0839 -0.2408
H -1.891 -0.592 3.850 0.5267 -0.0215 0.5492
H -1.186 3.939 -3.445 -0.0067 0.2244 0.1424
H -2.368 1.730 -2.872 0.4124 -0.0071 -0.2112
H 1.817 -1.679 -2.968 0.5886 0.2363 0.7135
H 1.405 0.620 -8.611 -0.0250 0.3379 -0.1743
H -3.860 -7.122 5.868 0.4619 -0.0953 0.1583
H -8.376 6.296 0.609 -0.1192 -0.1004 -0.0176
H -10.560 -0.667 -0.740 -0.0275 -0.1068 -0.0133
H -1.167 2.689 2.666 0.0726 -0.3567 -0.0850
H -3.837 2.528 -3.360 0.0261 -0.2363 -0.0997
H 3.668 -4.134 -3.210 -0.3055 -0.0967 -0.0328
H -1.098 5.575 2.924 -0.0248 -0.1715 -0.1533
H -2.363 4.134 -2.130 -0.0821 -0.1045 0.0599
H -0.308 0.777 -9.106 0.0430 0.0609 -0.0240
H 1.453 6.203 2.754 0.0242 -0.4767 0.2240
H -1.468 2.979 5.621 -0.2309 -0.2450 0.0979
H 3.857 4.083 6.669 0.0517 0.0114 -0.0370
H -7.818 6.559 -1.011 -0.0212 -0.2952 -0.2830
H -0.489 -2.169 -6.657 0.0285 0.0812 -0.0424
H 11.305 -2.162 -0.976 0.1992 -0.2220 0.2082
H -0.611 7.213 2.643 0.0431 0.0522 -0.1315
H -0.043 -4.233 -1.357 0.0414 -0.2939 -0.0196
H 1.940 -2.860 -4.125 0.0766 -0.3564 0.3932
H -4.837 -3.877 0.785 0.6532 -0.4606 0.3351
H -4.219 -8.412 4.725 -0.2463 0.2175 0.0946
H -8.809 4.424 -1.727 -0.1039 -0.2351 0.0628
H 11.139 2.756 0.770 -0.0822 -0.1315 0.1269
H -1.407 -4.737 -0.349 0.0286 -0.1430 -0.0456
H -0.348 -1.056 3.007 0.1039 0.0029 0.2576
H 5.943 -1.390 -0.574 0.2973 -0.0948 -0.3436
H 1.004 -0.899 -1.052 0.0257 -0.4833 0.3303
H 2.267 0.773 -1.510 0.1520 0.6798 -0.0877
H 4.164 -3.030 -2.034 -0.3858 0.3799 0.4182
H -1.957 -1.422 2.409 0.3007 -0.1230 -0.0848
H -4.742 2.159 2.471 0.1185 0.5235 -0.0395
H -2.237 3.813 4.318 -0.9120 -0.2035 0.1945
H 3.245 -3.745 1.791 -0.0178 0.0567 -0.0659
H 2.175 4.215 6.131 0.0540 0.1017 0.0098
H -1.616 -1.099 -4.022 -0.1316 0.0531 0.0153
```
Positions in Å, forces in eV/Å.

Here are the Mulliken charges for atoms 1 to 4, given in e: 0.505, 0.931, 0.907, 0.542

***

Computed, not measured: the ion C5H7N2O3P with charge -2 at a distorted geometry, with ωB97M-V/def2-TZVPD.

**Total charge**: -2
**Multiplicity**: 3
**Highest occupied orbital energy (alpha / beta)**: 3.76 / -2.99 eV
**Kohn-Sham gap (alpha / beta)**: 2.6 / 6.8 eV
**E**: -871.23025 Ha

Structure (XYZ):
```
18
Properties=species:S:1:pos:R:3:forces:R:3
P -2.170 -0.724 0.121 -0.6093 -0.4170 1.3851
O -3.273 -0.452 1.132 1.2992 -0.6296 -0.9881
O -2.254 -0.272 -1.285 -0.0955 0.3633 -0.8638
O -1.787 -2.344 0.036 -1.1709 0.7976 1.7453
N 2.733 -1.254 0.717 0.3279 0.8585 2.8684
N 1.679 -0.721 1.256 1.1540 0.2221 2.9759
C 0.682 -0.579 0.363 -0.1552 -0.5413 0.2060
C -0.702 1.491 0.392 -1.6503 3.1377 4.2368
C 1.174 -1.128 -0.874 0.0485 0.9138 1.7447
C -0.587 0.011 0.837 -1.4808 1.0769 0.4436
C 2.469 -1.445 -0.562 -1.0654 -1.3164 -6.3855
H -1.283 -2.392 -0.754 0.8289 -0.4101 -1.3467
H -1.825 1.970 0.585 2.6403 -1.6214 -0.2164
H 3.136 -1.836 -1.389 -0.2878 0.3409 1.5642
H -0.776 0.060 1.966 0.9820 -0.6491 -1.4839
H -0.570 1.678 -0.607 0.6917 0.0963 -2.5026
H 0.534 -1.115 -1.691 -0.2157 -0.3273 -1.8947
H -0.007 2.245 1.036 -1.2417 -1.8951 -1.4883
```
Positions in Å, forces in eV/Å.

Here are the natural (NBO) charges for atoms 1 to 4, given in e: 2.353, -1.172, -1.204, -1.026

***

Question: Look up the total charge of the first one.
Answer: 0

***

Question: Look up the E of the second one.
Answer: -871.23025 Ha

***

Question: The highest total charge belongs to which entry?
Answer: C39H94O27P6

***

Question: Which of these has the lowest E?
Answer: C39H94O27P6